25
Properties=species:S:1:pos:R:3:lowdin_charge:R:1 method="wB97M-V/def2-TZVPD" homo_ha=-0.58593 relative_energy_kcal_mol=0.0 energy_ev=-76056.9320 charge=+2 lumo_energy_ev=-9.24 homo_lumo_gap_ev=6.7
O 6.5536 2.7346 -0.1074 0.0290
C 5.4798 2.3232 -0.3519 0.0450
Ga 1.3441 0.4527 0.7643 -0.0367
O 2.7830 1.4804 -1.8603 0.2500
C 2.2222 1.0945 -0.9302 0.0414
C 0.8943 -0.0440 2.6882 0.0595
O 0.6785 -0.3093 3.7903 0.2788
C 0.7687 2.3485 1.1709 0.0443
O 0.5062 3.4441 1.4159 0.2848
C 2.3359 -1.3029 0.5917 0.0435
O 2.9514 -2.2749 0.5181 0.2852
H 2.8114 0.9642 1.4981 0.1075
N -4.0658 -1.4833 -1.3926 0.1979
C -2.8559 -1.0540 -0.9456 -0.2592
C -2.5121 0.2872 -1.0859 0.0480
C -1.2790 0.7204 -0.6095 -0.0717
N -0.4997 -0.2154 -0.0401 -0.0522
C -0.7687 -1.5229 0.1309 -0.0754
C -1.9926 -1.9677 -0.3521 0.0463
H -4.7201 -0.8692 -1.8051 0.1192
H -4.3483 -2.4259 -1.3094 0.1189
H -3.1349 1.0262 -1.5261 0.1280
H -0.9201 1.7517 -0.6608 0.1209
H -0.0304 -2.1566 0.6287 0.1180
H -2.2015 -3.0019 -0.2202 0.1292